# 1
Density functional theory data (the ωB97M-V functional and the def2-TZVPD basis) for a 5-piece molecular cluster, C16H28BClF5O16S overall.

Last column: natural (NBO) charge in e.
Atoms and positions in Å:
H -1.919557 -0.318345 -1.215828  0.206
O 5.939471 0.041128 -6.694262  -0.496
C 4.038550 0.382110 -9.588843  -0.256
S -0.777045 2.173035 2.777832  1.777
H 5.073730 0.425941 -4.841154  0.201
O -1.729549 3.285715 2.390328  -0.947
O 1.914539 -6.081005 4.584456  -0.499
O 1.473866 2.351531 0.907741  -0.673
H -3.795763 3.848628 2.915738  0.238
C -0.827939 -0.355473 -3.613234  0.974
H 1.061638 -1.820529 -4.709134  0.189
H 1.299592 -2.280402 4.688536  0.204
H 3.948664 -6.291070 4.212122  0.192
H 0.908530 3.879876 2.207006  -0.052
H 1.104029 -0.158404 -5.387595  0.199
O 5.144487 0.357048 -8.688910  -0.497
H -4.674069 4.550619 1.550900  0.177
B 0.980657 2.688196 2.244779  0.391
H 3.393674 -6.849114 5.826649  0.188
H -9.926808 2.597912 2.971600  0.186
O 0.726788 -4.277976 4.798919  -0.493
C -6.863942 3.201547 2.131648  0.979
C -0.809437 -0.758377 2.744923  0.931
C -4.583730 3.668531 2.188699  -0.263
O 2.868791 -4.257848 5.542958  -0.642
H -9.410853 3.583599 1.593713  0.187
O -0.778631 -0.863790 -4.856270  -0.506
C -2.322728 0.350044 -1.975202  -0.261
F -2.797443 0.531496 2.272404  -0.331
H -4.313758 2.791966 1.599062  0.199
O -7.928353 3.005266 2.930381  -0.502
C 2.816072 1.494121 2.821846  -0.121
H -3.397915 0.440549 -1.819423  0.192
O -6.871122 3.168138 0.926361  -0.649
C -9.139676 2.739029 2.230492  -0.254
C 3.143815 -6.778048 4.766158  -0.255
O -0.784245 2.101929 4.294630  -0.924
C 4.819516 0.027408 -7.429579  0.979
H -0.414009 -2.591752 4.988794  0.208
H 6.709497 -0.250532 -4.824711  0.195
H 3.577728 -0.604891 -9.660788  0.191
H 0.745326 -2.837123 6.302324  0.185
H 0.465704 -1.502569 -6.345304  0.187
C 2.617618 1.504527 1.207074  0.113
C 0.543761 -1.093630 -5.337934  -0.254
F -0.633450 -1.724352 1.744077  -0.316
O 0.119846 -0.096277 -2.919186  -0.624
F 0.329608 -0.553203 3.498361  -0.300
C 5.739944 -0.293557 -5.320489  -0.259
Cl 1.978061 -0.142780 0.597933  -0.156
H 2.906971 0.459246 3.308005  0.187
H 3.599278 1.781298 0.692417  0.196
C -1.390645 0.560661 2.047803  0.383
H 5.346430 -1.307111 -5.224003  0.193
H -1.876861 1.342713 -1.891937  0.200
C 0.597236 -2.919013 5.223626  -0.262
H 3.014321 -7.786560 4.373074  0.189
O 1.853812 2.421087 3.393572  -0.676
H 3.305167 1.128352 -9.277487  0.194
F -1.797394 -1.267514 3.607482  -0.324
H 3.817471 1.980716 3.097600  0.169
O -2.115958 -0.188741 -3.283965  -0.503
C 1.931553 -4.813301 5.028348  0.979
O 3.714597 -0.234815 -7.030018  -0.638
H 4.417659 0.659343 -10.572329  0.193
O -5.802267 3.439120 2.907701  -0.494
F -1.231878 0.520267 0.649734  -0.315
H -9.051296 1.824371 1.640833  0.190

Forces on atoms 1 to 6 (eV/Å):
0.09 0.13 -0.22
-0.19 0.02 -0.32
-0.26 0.04 -0.30
-2.29 4.10 3.68
-0.06 -0.17 -0.09
1.52 -2.95 -0.64

Output
total charge = -1
LUMO level = 0.0735 Eh
highest occupied orbital energy = -5.86 eV

---

# 2
Density functional theory data (the ωB97M-V functional and the def2-TZVPD basis) for C16H28Cl12CuO6 as an isolated structure.

Last column: Mulliken spin population.
Atoms and positions in Å:
C -5.087717 -0.629767 0.049836  0.002
Cl -6.559007 0.020073 -0.731384  0.000
H 4.933703 1.636503 0.508306  0.000
H -2.497547 -2.009297 -2.476204  0.000
H -1.976867 -0.926307 -3.786304  0.000
Cl 3.455513 -1.004057 4.193966  0.000
H -1.867197 -2.355397 0.749446  -0.006
H 1.420073 0.328503 -1.048394  -0.004
Cl 5.114513 3.490813 2.113236  0.000
H -4.919647 -0.181627 1.029136  0.000
C -0.628997 0.164273 -0.558884  0.014
H -0.750147 1.013303 -1.231614  0.009
C 0.931443 0.112153 -0.098374  0.069
Cl 1.829493 -4.577827 0.078776  0.000
O -0.896427 5.266743 1.584786  0.001
H 3.709253 -1.683917 1.923626  0.000
H -1.326057 5.867103 -1.632134  0.000
H -0.078457 -2.803517 0.690126  -0.002
C -0.976617 4.011143 1.120266  0.001
C -1.142747 4.048453 -0.409954  0.001
Cl -5.173887 -2.439877 0.199156  0.000
O -0.981447 -3.214677 3.563246  -0.001
C -1.023237 -2.848487 1.231846  0.003
H 2.123673 -2.807567 -1.515874  0.000
H -2.603457 -4.233597 1.573866  0.000
Cl 5.742413 1.623003 -3.417964  0.000
O -1.630617 0.328003 0.435426  0.594
H -1.743767 3.250543 -0.846074  -0.002
H -1.548187 7.068373 0.901996  0.000
H -0.170937 3.986033 -0.899654  0.000
C 3.967243 1.508673 -3.594854  0.000
Cl 4.938173 3.682673 -0.695664  0.000
H 3.567743 2.432833 -3.177214  0.000
O -1.061757 3.077733 1.907936  0.007
C -1.513457 -4.230967 1.574456  0.000
H -2.644737 5.554903 -0.586044  0.000
C -0.880847 -2.277967 2.646196  0.004
H -1.202107 -4.956877 0.823316  0.000
Cl 0.006413 -3.667397 -2.027714  0.000
Cl 2.790123 -3.604277 3.045326  0.000
H 1.182353 -0.940577 0.031646  0.002
Cu -0.533367 1.028043 2.288326  0.229
H 3.594633 0.626603 -3.074074  0.000
Cl -2.258217 -3.211997 -4.604184  0.000
H -4.229647 -0.316057 -0.544644  0.001
C 2.994763 -1.834707 2.732856  0.000
H 2.071863 -1.416227 2.331306  0.000
O 1.331503 0.892853 1.020796  0.065
H -0.908777 -0.605067 -1.278574  -0.002
H 0.096813 6.519313 0.287406  0.000
O -0.635507 -1.103417 3.027916  0.016
C 4.509403 2.627493 0.669566  0.000
C -2.638127 -1.752857 -3.526234  0.000
Cl -4.320497 -1.163877 -3.723004  0.000
C -0.952887 -4.536567 2.958586  0.000
H -1.462187 -5.227027 3.630866  0.000
C 1.702703 -3.812867 -1.531974  0.000
H 3.430103 2.570473 0.810896  -0.001
H 2.242163 -4.378227 -2.291874  0.000
Cl 3.549903 1.202253 -5.283934  0.000
H 0.061223 -4.932907 2.907506  0.000
C -1.556717 5.505913 -0.629914  0.000
C -0.915417 6.241023 0.580756  0.000

Forces on atoms 1 to 6 (eV/Å):
0.12 -0.06 -0.15
0.49 -0.19 0.42
0.21 0.32 0.31
-0.07 -0.33 -0.29
-0.05 -0.35 -0.23
0.12 0.20 0.03

Output
LUMO level (alpha / beta) = 0.0022 / -0.0763 Eh
ΔE to the lowest compared entry with this formula, charge and spin = 0.0 kcal/mol
2S+1 = 2
highest occupied orbital energy (alpha / beta) = -8.49 / -8.30 eV

---

# 3
Density functional theory data (the ωB97M-V functional and the def2-TZVPD basis) for one molecule with the formula C16H28Cl3N3O2S.

Last column: natural (NBO) charge in e.
Atoms and positions in Å:
Cl -1.162755 -1.700130 2.093692  0.012
C 1.885110 0.154962 3.631937  -0.390
N 0.556285 -0.100738 0.172231  -0.631
H 6.654286 -0.974962 7.053602  0.208
C -1.861008 1.429137 -3.782731  -0.251
C 1.007493 1.310582 3.147373  -0.407
S -0.355515 -2.200436 -2.984520  -0.282
H 4.712573 0.527123 6.680335  0.193
H 4.189764 -1.225550 4.239840  0.192
Cl -3.119336 -1.710804 -0.031969  0.046
H 1.265620 -0.502264 4.246670  0.208
N -1.378971 0.063526 -3.853432  -0.417
H 0.104069 2.304868 -3.532898  0.177
C 0.866109 1.215845 0.049895  0.712
H -1.020672 0.913922 -1.474931  0.447
C -0.974038 -0.267051 -5.204723  -0.258
C 5.801860 -1.313825 6.469675  -0.600
O -0.324504 2.054707 -5.543051  -0.522
H 1.005737 0.570131 -5.001372  0.170
H 1.088790 -0.657277 0.823013  0.417
H 0.391443 0.560902 -6.680522  0.200
C 3.086592 0.610069 4.457661  -0.394
H 0.105467 0.902537 2.688825  0.210
H -0.332176 -1.793197 -0.677334  0.285
C 5.052431 -0.128089 5.875031  -0.387
H 2.741825 1.256507 5.267960  0.197
H 3.767772 1.192736 3.834454  0.192
C 0.118907 0.718880 -5.636529  -0.080
O 0.231705 1.991717 -0.641941  -0.650
N -1.085449 -0.101531 -1.562702  -0.666
C -0.602787 -0.758925 -0.395315  0.022
C 2.087619 1.640633 0.830661  -0.496
H 0.691096 1.887297 4.019489  0.208
H 2.758904 0.798586 0.993510  0.208
H 3.175402 -1.158200 5.679646  0.193
Cl -2.264514 0.792408 1.133217  0.018
H 0.984195 3.091541 1.957087  0.219
H 2.565983 2.707526 2.630349  0.208
H 2.607370 2.395489 0.238389  0.241
H -1.842226 -0.176192 -5.863383  0.200
H -2.699717 1.512467 -4.482480  0.211
H 6.164666 -1.970388 5.681744  0.200
H -2.216555 1.684894 -2.787169  0.220
H 2.239086 -0.441168 2.787550  0.176
C 1.677882 2.275027 2.168096  -0.386
C -0.943458 -0.660213 -2.804939  0.327
H 5.730983 0.449969 5.243224  0.193
H -1.093188 3.406842 -4.271088  0.200
C -0.740489 2.375385 -4.235236  -0.081
C -1.741714 -0.836073 0.653800  -0.088
H -0.600244 -1.290492 -5.229589  0.259
C 3.848839 -0.573844 5.048263  -0.386
H 5.147809 -1.890455 7.120083  0.201

Forces on atoms 1 to 6 (eV/Å):
0.07 -0.06 0.01
-0.07 0.40 0.14
-0.09 -0.31 0.04
0.11 -0.07 0.08
0.19 0.47 -0.03
0.12 -0.06 -0.07

Output
LUMO level = 0.0187 Eh
ΔE to the lowest compared entry with this formula, charge and spin = 0.0 kcal/mol
highest occupied orbital energy = -8.25 eV
SMILES = CCCCCCCCC(=O)N[C@H](NC(=S)N1CCOCC1)C(Cl)(Cl)Cl

---

no.,maximum force (eV Å⁻¹)
1,5.97
2,3.39
3,0.87